Formula: C18H32Cl2NO7
Source: OMol25
Level of theory: wB97M-V/def2-TZVPD

Results
Net charge   0
Expectation value of S²   0.754
LUMO (spin up / spin down)   0.556 / 0.291 eV
2S+1   2
E_tot   -2206.8102 hartree

Geometry (Å):
C  3.3825  -3.8297  0.1043
C  2.4072  -2.7021  0.2618
Cl  2.3307  -2.1183  1.9032
C  1.6228  -2.1583  -0.6872
Cl  1.7250  -2.8116  -2.3079
C  0.6105  -1.0367  -0.5509
C  1.2889  0.2841  -0.1261
C  0.4261  1.2707  0.7007
C  0.9726  1.4319  2.1308
C  0.5593  2.6618  0.0440
N  -1.0149  0.9297  0.6834
O  -1.6120  1.3293  -0.3803
C  -1.3812  -0.4506  1.0799
C  -1.2925  -0.6901  2.5901
C  -2.8653  -0.6383  0.7210
C  -0.5661  -1.5340  0.3322
H  4.3059  -3.5704  0.6226
H  3.6126  -4.0266  -0.9342
H  3.0014  -4.7243  0.5979
H  0.2106  -0.8852  -1.5491
H  2.2096  0.1063  0.4239
H  1.5951  0.7905  -1.0399
H  1.3053  0.4944  2.5658
H  0.1884  1.8433  2.7686
H  1.7880  2.1480  2.1367
H  -0.2047  3.3384  0.4237
H  0.4589  2.6153  -1.0354
H  1.5370  3.0760  0.2798
H  -1.6228  -1.7113  2.7741
H  -1.9541  -0.0341  3.1527
H  -0.2717  -0.6317  2.9573
H  -3.4439  0.2055  1.0934
H  -3.2537  -1.5176  1.2348
H  -3.0258  -0.7712  -0.3430
H  -0.2016  -2.2753  1.0380
H  -1.2477  -2.0732  -0.3240
C  2.9260  -1.6823  -4.9595
O  3.7545  -1.0554  -5.9448
C  5.0432  -1.0109  -5.6194
O  5.5318  -1.4398  -4.6076
O  5.7018  -0.4077  -6.6081
C  7.1084  -0.2903  -6.3890
H  1.9111  -1.6520  -5.3466
H  3.2284  -2.7169  -4.8099
H  2.9728  -1.1367  -4.0247
H  7.5658  -1.2731  -6.2923
H  7.3106  0.3044  -5.5002
H  7.5124  0.2135  -7.2620
C  -4.1994  3.0517  2.3441
O  -5.3232  3.4851  3.1132
C  -6.0128  2.4922  3.6692
O  -5.7629  1.3197  3.5741
O  -7.0273  3.0209  4.3511
C  -7.8578  2.0597  5.0050
H  -3.7248  3.9454  1.9505
H  -3.4887  2.5152  2.9708
H  -4.5187  2.4220  1.5160
H  -7.2847  1.4885  5.7328
H  -8.3137  1.3889  4.2793
H  -8.6333  2.6232  5.5153

Charges computed using natural (NBO), reported in e: atom 1 (C): -0.6508, atom 2 (C): -0.0421, atom 3 (Cl): -0.0091, atom 4 (C): -0.0006, atom 5 (Cl): -0.0115, atom 6 (C): -0.2669, atom 7 (C): -0.4045, atom 8 (C): 0.0903, atom 9 (C): -0.6176, atom 10 (C): -0.5940, atom 11 (N): 0.0236, atom 12 (O): -0.3870, atom 13 (C): 0.0830, atom 14 (C): -0.6121, atom 15 (C): -0.5889, atom 16 (C): -0.4021, atom 17 (H): 0.2310, atom 18 (H): 0.2412, atom 19 (H): 0.2302, atom 20 (H): 0.2336, atom 21 (H): 0.2215, atom 22 (H): 0.2178, atom 23 (H): 0.2116, atom 24 (H): 0.2178, atom 25 (H): 0.2184, atom 26 (H): 0.2201, atom 27 (H): 0.2202, atom 28 (H): 0.2020, atom 29 (H): 0.2155, atom 30 (H): 0.2186, atom 31 (H): 0.2124, atom 32 (H): 0.2196, atom 33 (H): 0.2056, atom 34 (H): 0.2184, atom 35 (H): 0.2184, atom 36 (H): 0.2200, atom 37 (C): -0.2610, atom 38 (O): -0.4940, atom 39 (C): 0.9771, atom 40 (O): -0.6452, atom 41 (O): -0.4930, atom 42 (C): -0.2555, atom 43 (H): 0.1980, atom 44 (H): 0.1925, atom 45 (H): 0.1977, atom 46 (H): 0.1923, atom 47 (H): 0.1922, atom 48 (H): 0.1953, atom 49 (C): -0.2560, atom 50 (O): -0.4920, atom 51 (C): 0.9778, atom 52 (O): -0.6458, atom 53 (O): -0.4925, atom 54 (C): -0.2556, atom 55 (H): 0.1985, atom 56 (H): 0.1887, atom 57 (H): 0.1965, atom 58 (H): 0.1921, atom 59 (H): 0.1928, atom 60 (H): 0.1954


Formula: C18H23N5O4Ru
Source: OMol25
Level of theory: wB97M-V/def2-TZVPD

Results
Net charge   +3
Expectation value of S²   0.779
LUMO (spin up / spin down)   -9.589 / -10.598 eV
2S+1   2
E_tot   -1368.2719 hartree
Relative energy (zero: lowest compared OMol25 entry of this formula, charge and spin)   0.6943 eV

Geometry (Å):
Ru  1.0605  -0.3420  -0.1206
C  2.9752  0.6699  -1.9652
C  3.6260  1.0272  -0.6445
N  2.9716  0.2503  0.4548
C  2.8302  0.9847  1.7395
C  1.3909  1.1574  2.1570
C  1.0770  1.3246  3.4957
C  -0.2353  1.5856  3.8392
C  -1.1732  1.7459  2.8235
C  -0.7927  1.5867  1.5032
C  -1.7693  2.1117  0.4692
N  -2.0875  1.2800  -0.7635
C  -0.7142  1.1207  -2.8005
C  0.7065  0.5724  -2.9854
N  1.5118  0.8323  -1.7670
N  0.4714  1.2245  1.1726
H  3.1648  -0.3659  -2.2508
H  3.3339  1.3275  -2.7599
H  3.4873  2.0913  -0.4461
H  4.6979  0.8333  -0.6724
H  3.5308  -0.5812  0.6282
H  3.2540  1.9874  1.6380
H  3.3928  0.4890  2.5289
H  1.8487  1.2454  4.2497
H  -0.5250  1.6959  4.8759
H  -2.1903  2.0257  3.0630
H  -1.3814  3.0436  0.0543
H  -2.7308  2.3172  0.9376
H  -2.6802  1.8859  -1.3541
H  -0.8041  2.1642  -3.1102
H  -1.4469  0.5040  -3.3223
H  1.1673  1.0428  -3.8560
H  0.6917  -0.5053  -3.1440
H  1.3653  1.8057  -1.4942
O  0.8381  -4.5416  0.2307
C  0.6467  -3.2673  0.0771
O  1.5748  -2.4649  -0.0180
C  -0.7989  -2.8686  0.0490
C  -1.7422  -3.8652  0.2293
C  -3.0865  -3.5126  0.2319
C  -3.4082  -2.2014  0.0032
C  -2.3942  -1.2390  -0.2322
N  -1.0744  -1.5666  -0.1609
C  -2.8688  0.0615  -0.5812
O  -4.1349  0.4234  -0.7743
O  -0.8603  1.0317  -1.3659
H  1.7852  -4.7749  0.2367
H  -1.4316  -4.8876  0.3806
H  -3.8558  -4.2522  0.4078
H  -4.4498  -1.9147  0.0362
H  -4.7642  -0.2985  -0.9235

Charges computed using natural (NBO), reported in e: atom 1 (Ru): 0.8607, atom 2 (C): -0.2430, atom 3 (C): -0.2407, atom 4 (N): -0.5302, atom 5 (C): -0.2716, atom 6 (C): 0.2205, atom 7 (C): -0.2072, atom 8 (C): -0.0842, atom 9 (C): -0.2067, atom 10 (C): 0.1703, atom 11 (C): -0.2465, atom 12 (N): -0.0820, atom 13 (C): -0.0940, atom 14 (C): -0.2456, atom 15 (N): -0.4872, atom 16 (N): -0.4500, atom 17 (H): 0.2306, atom 18 (H): 0.2454, atom 19 (H): 0.2165, atom 20 (H): 0.2587, atom 21 (H): 0.4209, atom 22 (H): 0.2504, atom 23 (H): 0.2559, atom 24 (H): 0.2660, atom 25 (H): 0.2708, atom 26 (H): 0.2547, atom 27 (H): 0.2584, atom 28 (H): 0.2653, atom 29 (H): 0.4593, atom 30 (H): 0.2174, atom 31 (H): 0.2300, atom 32 (H): 0.2506, atom 33 (H): 0.2337, atom 34 (H): 0.3957, atom 35 (O): -0.5942, atom 36 (C): 0.8138, atom 37 (O): -0.6412, atom 38 (C): 0.0704, atom 39 (C): -0.1461, atom 40 (C): -0.1147, atom 41 (C): -0.1738, atom 42 (C): 0.0821, atom 43 (N): -0.4585, atom 44 (C): 0.4536, atom 45 (O): -0.6219, atom 46 (O): -0.3856, atom 47 (H): 0.5428, atom 48 (H): 0.2804, atom 49 (H): 0.2758, atom 50 (H): 0.2335, atom 51 (H): 0.5403


Formula: C3H3NO2
Source: OMol25
Level of theory: wB97M-V/def2-TZVPD

Results
Net charge   0
LUMO   0.590 eV
2S+1   1
E_tot   -321.2553 hartree
Relative energy (zero: lowest compared OMol25 entry of this formula, charge and spin)   3.3282 eV

Geometry (Å):
C  0.4652  -0.1188  0.1436
C  -1.6911  -0.1945  -2.9225
C  -0.5681  0.6192  0.0162
N  -1.3243  1.5524  -0.1377
O  0.7743  -1.1606  -0.7354
O  -1.2014  -1.2065  -2.9702
H  1.0117  -0.2798  1.1977
H  1.6925  -1.1968  -0.7903
H  -2.3467  1.4779  -0.0250

Charges computed using natural (NBO), reported in e: atom 1 (C): -0.0950, atom 2 (C): 0.4880, atom 3 (C): 0.3201, atom 4 (N): -0.5911, atom 5 (O): -0.6834, atom 6 (O): -0.4873, atom 7 (H): 0.1969, atom 8 (H): 0.4723, atom 9 (H): 0.3795


Formula: C4H7ClO
Source: OMol25
Level of theory: wB97M-V/def2-TZVPD

Results
Net charge   0
LUMO   0.767 eV
2S+1   1
E_tot   -691.8108 hartree
Relative energy (zero: lowest compared OMol25 entry of this formula, charge and spin)   6.3972 eV

Geometry (Å):
C  -1.7672  -1.0663  -0.1886
C  0.3805  0.0477  -0.0095
C  -0.1158  1.0912  -0.4550
C  1.8984  0.1959  0.3506
H  -2.6603  -1.7902  0.7561
H  -1.9383  0.2392  0.3120
H  -2.1327  -1.4025  -1.3602
H  0.4678  2.1708  -0.0467
H  -0.9953  1.1220  -1.0051
H  1.9204  0.1533  1.5225
H  2.1699  1.2283  0.3296
O  -0.3643  -1.1610  0.0926
Cl  3.1371  -0.8284  -0.2985

Charges computed using natural (NBO), reported in e: atom 1 (C): -0.3077, atom 2 (C): 0.2824, atom 3 (C): -0.4835, atom 4 (C): -0.4462, atom 5 (H): 0.1943, atom 6 (H): 0.2024, atom 7 (H): 0.2249, atom 8 (H): 0.2055, atom 9 (H): 0.2207, atom 10 (H): 0.2127, atom 11 (H): 0.2293, atom 12 (O): -0.5419, atom 13 (Cl): 0.0073